10 unconnected molecules or ions with the total composition C23H39BrClF3N10O24S. Source: OMol25; level of theory: ωB97M-V with the def2-TZVPD basis set.

Results
**Total charge**: 0
**E_HOMO**: -9.58 eV
**E_tot**: -6984.312456 Ha
**Kohn-Sham gap**: 8.89 eV
**Structure (SMILES)**: O=C1NC(=O)c2c(Br)c(CCCS(=O)(=O)O)c(C[C@@H](O)C(F)(F)F)c(Cl)c21.C[N+](=O)[O-].C[N+](=O)[O-].C[N+](=O)[O-].C[N+](=O)[O-].C[N+](=O)[O-].C[N+](=O)[O-].C[N+](=O)[O-].C[N+](=O)[O-].C[N+](=O)[O-]
**Multiplicity**: 1
**Molar mass**: 1044.029 g mol⁻¹

Positions of all 102 atoms, in Å:
O: 1.51560 -5.59656 -3.24876
C: 1.16588 -5.14963 -2.19914
N: 1.21387 -5.88690 -0.94793
C: 0.24280 -5.23377 -0.09615
O: -0.27189 -5.76190 0.84468
C: -0.01110 -3.87149 -0.65229
C: -0.67037 -2.77500 -0.13905
Br: -1.41799 -2.88432 1.58863
C: -0.73343 -1.59089 -0.88128
C: -1.47200 -0.41450 -0.28758
C: -2.99811 -0.63147 -0.31471
C: -3.61959 -0.00307 -1.57172
S: -5.28538 -0.56018 -1.82032
O: -5.61143 -1.60129 -0.89708
O: -6.15708 0.57502 -1.87543
O: -5.19991 -1.17456 -3.28139
C: -0.10117 -1.52334 -2.14154
C: -0.08023 -0.23425 -2.92973
C: 1.11700 0.68721 -2.56305
O: 1.44394 0.59185 -1.20279
C: 2.36773 0.55311 -3.43189
F: 3.05423 1.70970 -3.44399
F: 2.09440 0.27231 -4.70610
F: 3.21461 -0.38135 -2.96044
C: 0.52590 -2.66350 -2.65367
Cl: 1.25867 -2.66391 -4.21063
C: 0.55882 -3.81730 -1.90597
H: 2.14197 -5.70984 -0.55787
H: -1.21155 0.50322 -0.80416
H: -1.15438 -0.29740 0.74689
H: -3.23978 -1.69288 -0.31807
H: -3.46979 -0.22807 0.58052
H: -3.01917 -0.27993 -2.43720
H: -3.68801 1.07688 -1.46709
H: -6.11853 -1.23462 -3.60690
H: -0.13149 -0.42604 -3.99908
H: -0.95390 0.35466 -2.67231
H: 0.78887 1.71615 -2.71961
H: 2.06713 -0.13091 -1.05888
C: 4.76787 3.68692 -1.32738
N: 3.65991 3.37217 -0.38314
O: 3.95399 2.97264 0.72539
O: 2.52813 3.53843 -0.78561
H: 5.70882 3.49132 -0.82734
H: 4.63770 3.05369 -2.19829
H: 4.66833 4.72949 -1.60688
C: 7.99423 7.05119 -1.45140
N: 7.59742 5.70967 -1.95237
O: 6.62670 5.61959 -2.67515
O: 8.27619 4.76803 -1.58910
H: 7.30973 7.78649 -1.85703
H: 7.95378 7.01117 -0.37160
H: 9.01298 7.22658 -1.78270
C: -5.70910 -1.37690 -7.13875
N: -7.02724 -1.54646 -6.46554
O: -7.03487 -2.04643 -5.35397
O: -8.00629 -1.18114 -7.06961
H: -4.93919 -1.75010 -6.47431
H: -5.74936 -1.93821 -8.06712
H: -5.58878 -0.31724 -7.34265
C: -7.41015 -1.96320 1.95534
N: -6.69583 -0.85352 2.64479
O: -5.81907 -0.28765 2.02642
O: -7.03572 -0.58148 3.77798
H: -6.98445 -2.06395 0.96320
H: -7.26778 -2.85645 2.55631
H: -8.46167 -1.69404 1.92251
C: -6.33274 2.58464 3.70206
N: -5.58208 3.69745 4.34122
O: -4.69648 4.23409 3.71229
O: -5.90441 3.99413 5.47610
H: -5.93278 2.43194 2.70752
H: -6.20095 1.70260 4.32123
H: -7.37822 2.87808 3.67760
C: 10.53880 5.34218 1.67076
N: 10.07148 6.70859 2.03971
O: 9.29334 7.26014 1.28297
O: 10.49490 7.18098 3.06774
H: 10.07085 5.06297 0.73359
H: 11.62043 5.38640 1.58718
H: 10.25011 4.67728 2.47913
C: 5.66073 -3.21550 -2.05010
N: 4.53722 -3.51488 -1.12192
O: 4.79030 -3.98925 -0.03876
O: 3.41637 -3.26325 -1.52740
H: 6.58631 -3.49064 -1.55961
H: 5.49009 -3.79554 -2.95220
H: 5.61807 -2.15318 -2.27212
C: -4.42061 2.96967 8.16222
N: -4.82779 1.54565 8.01722
O: -5.14150 0.93491 9.01692
O: -4.81943 1.08728 6.89233
H: -4.47276 3.23662 9.21070
H: -3.40923 3.05332 7.77607
H: -5.10277 3.55732 7.55650
C: 0.45525 -6.97261 3.93163
N: 1.58806 -7.11574 4.88726
O: 2.49600 -6.31404 4.81675
O: 1.52580 -8.03444 5.67791
H: 0.64603 -6.11994 3.29272
H: 0.39762 -7.89134 3.35646
H: -0.44750 -6.83774 4.51949

Cartesian forces (eV/Å) of the 3 atoms listed first:
O 0.22 0.08 0.09
C 0.20 -0.04 0.04
N -0.37 0.75 -0.27

=====

A molecular structure, C23H39CrO2Si in a non-equilibrium geometry. Source: OMol25; level of theory: ωB97M-V with the def2-TZVPD basis set.

Results
**Total charge**: 0
**E_HOMO (spin up / spin down)**: -6.84 / -7.88 eV
**E_tot**: -2384.087068 Ha
**Kohn-Sham gap (spin up / spin down)**: 7.03 / 8.52 eV
**<S²>**: 3.8563
**Multiplicity**: 4
**Molar mass**: 427.645 g mol⁻¹

Positions of all 66 atoms, in Å:
O: 0.08186 1.71502 -3.01816
C: 0.77190 2.89406 -3.54324
C: -0.40790 3.81971 -3.27565
H: 1.00340 2.70835 -4.60240
H: 1.67285 3.17875 -2.96746
C: -1.02781 2.55744 -2.61974
H: -0.94075 4.10134 -4.19203
H: -0.18935 4.67244 -2.62493
C: -2.34643 2.15829 -3.23674
H: -2.27389 2.01862 -4.31441
H: -3.09317 2.93741 -3.00564
H: -2.72522 1.25507 -2.73589
C: -1.17620 2.55903 -1.11187
H: -0.22817 2.72407 -0.58411
H: -1.57106 1.57530 -0.81975
H: -1.90303 3.30764 -0.75886
Cr: -0.36468 0.12811 1.95771
C: 0.31220 2.00138 3.58442
C: 1.47995 1.19956 3.67721
C: 1.98474 0.99300 2.35714
H: 1.96324 0.87941 4.59629
C: 1.16329 1.71418 1.42470
C: 0.10295 2.34927 2.20119
H: -0.60645 3.07804 1.80721
H: -0.24818 2.38765 4.43667
H: 2.90492 0.47193 2.10862
H: 1.35919 1.85840 0.36160
C: -1.92671 -0.41039 3.57917
C: -2.25353 0.87519 3.08156
C: -2.40311 0.78764 1.65735
H: -2.44603 1.76575 3.69645
C: -2.22384 -0.59667 1.27496
C: -1.89841 -1.32580 2.47191
H: -1.74910 -2.40158 2.54617
H: -1.79403 -0.67018 4.63456
H: -2.68283 1.60116 0.98869
H: -2.33873 -1.00361 0.26623
O: -0.82412 -0.78683 -3.36892
C: -0.86377 -0.45030 -4.80059
C: 0.06672 -1.33391 -5.64964
H: -0.56089 0.60431 -4.91522
H: -1.89439 -0.52030 -5.18922
C: 0.83374 -2.15848 -4.60396
H: 0.74347 -0.72689 -6.26788
H: -0.50874 -1.97644 -6.33471
C: 0.27984 -1.69919 -3.24887
H: 1.91444 -2.01438 -4.68054
H: 0.63049 -3.21665 -4.77173
H: 1.04934 -1.15219 -2.69888
H: -0.02885 -2.55483 -2.63798
C: 0.73846 -1.97761 4.67963
Si: 1.47995 -2.46854 3.01580
C: 3.32720 -2.21540 3.21786
C: 1.03466 -4.27029 2.75182
C: 0.86045 -1.50431 1.48876
H: 1.26737 -2.53582 5.46955
H: -0.32699 -2.22968 4.75839
H: 0.84747 -0.90802 4.90680
H: 3.67703 -2.77345 4.10165
H: 3.87934 -2.58232 2.33933
H: 3.59457 -1.15851 3.36813
H: -0.05272 -4.40742 2.65192
H: 1.50948 -4.66485 1.84137
H: 1.37298 -4.87461 3.60728
H: 0.25824 -2.15085 0.80766
H: 1.71337 -1.15723 0.86328

Cartesian forces (eV/Å) of the 3 atoms listed first:
O 0.54 1.33 -0.01
C 0.40 -0.47 -0.21
C -0.02 -0.50 -0.01

=====

3 unconnected molecules or ions with the total composition C23H39F2NO7 in a non-equilibrium geometry. Source: OMol25; level of theory: ωB97M-V with the def2-TZVPD basis set.

Results
**Total charge**: 0
**E_HOMO**: -9.55 eV
**E_tot**: -1680.968914 Ha
**Kohn-Sham gap**: 10.16 eV
**Structure (SMILES)**: CCCCCCCCCCCCC[C@H]1CCC(=O)N1.O=C1OC[C@@H](F)O1.O=C1OC[C@@H](F)O1
**Multiplicity**: 1
**Molar mass**: 479.561 g mol⁻¹

Positions of all 72 atoms, in Å:
C: -1.72339 -2.73766 -0.75653
C: -0.32399 -2.31022 -0.23100
C: 0.83428 -2.76643 -1.13189
C: 1.86445 -1.66716 -1.49423
C: 1.62235 -1.02704 -2.88467
C: 0.14436 -0.63085 -2.99793
C: -0.15288 0.44050 -4.05645
C: -1.67095 0.76297 -4.02262
C: -1.99505 1.99882 -3.13245
C: -2.70446 1.68345 -1.80836
C: -1.79877 1.89040 -0.58085
C: -2.31418 1.20660 0.66843
C: -1.49197 1.56921 1.91968
C: 0.01152 1.34262 1.69770
C: 0.76659 2.68850 1.54974
C: 2.18663 2.40460 2.08283
C: 2.11977 0.93744 2.49582
O: 2.98918 0.16840 2.57698
N: 0.77372 0.70001 2.76353
H: -2.33630 -1.88384 -1.03193
H: -1.64310 -3.35517 -1.64990
H: -2.21985 -3.34587 -0.00718
H: -0.35628 -1.23233 -0.11334
H: -0.20585 -2.75589 0.75403
H: 1.38521 -3.52439 -0.57770
H: 0.50041 -3.22807 -2.05851
H: 2.85126 -2.12484 -1.48325
H: 1.83030 -0.84713 -0.77270
H: 2.22387 -0.11952 -2.93201
H: 1.97433 -1.68051 -3.68104
H: -0.13427 -0.20521 -2.03398
H: -0.47475 -1.50597 -3.19095
H: 0.42491 1.32451 -3.78963
H: 0.15413 0.11189 -5.04706
H: -2.08291 0.84658 -5.02413
H: -2.14324 -0.10450 -3.56269
H: -2.60306 2.67424 -3.72981
H: -1.04659 2.48940 -2.91206
H: -3.13283 0.68138 -1.77320
H: -3.53541 2.37977 -1.69295
H: -1.78681 2.96051 -0.35846
H: -0.78590 1.59026 -0.85051
H: -2.29292 0.11745 0.60061
H: -3.35120 1.47424 0.86609
H: -1.72138 2.59742 2.20032
H: -1.78045 0.92187 2.75062
H: 0.11913 0.73412 0.79507
H: 0.27752 3.37539 2.23342
H: 0.82892 3.05848 0.53301
H: 2.43185 2.95045 2.99478
H: 3.00312 2.65354 1.41377
H: 0.63497 -0.30340 2.84765
O: -5.77370 -0.55374 3.07743
C: -5.30107 0.01142 4.00341
O: -4.05890 -0.23538 4.50887
C: -3.81252 0.74269 5.52270
C: -5.20737 1.14863 5.92266
F: -5.25915 2.44747 6.30638
O: -5.92930 0.99527 4.71718
H: -3.24579 1.57300 5.09741
H: -3.24544 0.31555 6.34668
H: -5.65608 0.52573 6.69865
O: 4.72389 -1.08122 -3.38397
C: 5.41991 -1.48568 -2.51566
O: 6.28504 -0.72203 -1.79688
C: 6.82499 -1.54171 -0.75645
C: 6.63729 -2.92802 -1.31932
F: 6.41303 -3.83943 -0.34232
O: 5.46447 -2.78856 -2.09874
H: 6.25292 -1.39092 0.16057
H: 7.86806 -1.29792 -0.56920
H: 7.45561 -3.27421 -1.95348

Cartesian forces (eV/Å) of the 3 atoms listed first:
C 0.48 -0.16 0.07
C -0.91 -0.49 -0.68
C 0.86 0.54 0.48